Record 1
Formula: C3H6N4O
Source: the OMol25 dataset
Level of theory: ωB97M-V/def2-TZVPD

Cartesian coordinates (Å):
H: 3.181 -0.975 0.022
N: 2.758 -0.065 0.142
C: 1.563 -0.034 -0.211
C: 0.614 1.266 -0.064
O: -0.741 1.000 -0.266
C: -1.339 -0.209 -0.045
N: -2.668 -0.115 -0.002
N: -0.649 -1.293 -0.072
N: 0.722 -1.167 -0.309
H: 0.803 2.037 -0.836
H: 0.895 1.738 0.885
H: -2.953 0.728 0.477
H: -3.290 -0.981 0.078
H: 1.104 -1.930 0.199

Cartesian forces, eV/Å:
H 0.0 -0.4 0.3
N 1.3 1.0 -0.9
C -4.7 0.7 1.8
C 2.5 -0.5 -1.3
O -1.7 0.2 0.4
C 3.6 -0.9 -0.9
N -2.6 -1.0 0.4
N -1.4 1.0 0.4
N 1.1 0.0 -0.6
H 0.4 -0.6 0.3
H -0.5 -0.3 0.2
H -0.5 -0.3 -0.1
H 1.7 1.9 0.0
H 0.7 -0.7 -0.1

Total charge: 0
E, eV: -11214.2468
HOMO energy, eV: -8.050
SMILES string: [H]/N=C1/COC(N)=NN1
F_max, eV/A: 5.07

Record 2
Formula: C3H6N4O
Source: the OMol25 dataset
Level of theory: ωB97M-V/def2-TZVPD

Cartesian coordinates (Å):
H: 1.480 2.699 -1.091
N: 1.168 1.520 -0.843
C: 0.829 0.682 -1.734
N: 0.220 -0.621 -1.761
C: -0.884 -0.722 -0.537
O: -1.951 -1.289 -0.948
N: -0.289 -0.413 0.657
N: -0.906 -0.925 1.734
C: -0.521 -0.499 2.890
H: 1.134 1.133 -2.800
H: -0.167 -0.978 -2.719
H: 0.542 0.368 0.589
H: -0.857 -1.311 3.595
H: 0.201 0.357 2.969

Cartesian forces, eV/Å:
H -1.1 -5.4 0.2
N 0.0 2.7 2.0
C 1.2 1.7 -5.5
N -1.4 2.2 2.3
C -1.3 -3.6 -5.1
O 4.3 2.8 3.0
N 0.6 2.0 -2.4
N 0.7 0.4 1.6
C -0.3 -1.7 -1.1
H -1.1 -1.8 1.5
H 0.8 1.4 2.6
H -2.1 -1.7 0.3
H 0.5 2.0 0.3
H -0.6 -1.0 0.5

Total charge: 0
E, eV: -11211.7829
HOMO energy, eV: -9.463
SMILES string: [H]/N=C/NC(=O)NN=C
F_max, eV/A: 6.39

Record 3
Formula: C3H6N4O2
Source: the OMol25 dataset
Level of theory: ωB97M-V/def2-TZVPD

Cartesian coordinates (Å):
C: -1.011 1.102 0.839
C: 0.214 1.501 0.061
C: -0.675 -1.139 0.402
N: -1.322 -0.110 0.958
N: 0.853 0.322 -0.403
N: 0.007 -2.027 1.123
N: 0.942 0.141 -1.702
O: 0.794 1.086 -2.472
O: 1.198 -0.999 -2.063
H: -1.636 1.859 1.290
H: -0.098 2.139 -0.782
H: 0.863 2.092 0.717
H: -1.054 -1.488 -0.554
H: 0.463 -2.771 0.620
H: 0.460 -1.709 1.966

Cartesian forces, eV/Å:
C 0.4 0.0 -0.3
C 0.1 0.3 -0.7
C 1.2 0.1 -0.5
N -0.8 0.0 0.7
N -0.6 -1.1 1.7
N -0.3 0.2 0.0
N -0.1 0.6 0.0
O -0.1 0.3 -0.6
O 0.1 -0.8 -0.5
H -0.2 0.1 0.1
H 0.0 0.1 0.2
H -0.1 0.1 0.0
H 0.2 0.0 -0.1
H 0.0 0.0 0.0
H 0.0 0.0 0.0

Total charge: 0
E, eV: -13258.9802
HOMO energy, eV: -8.947
F_max, eV/A: 2.13

Record 4
Formula: C3H6N4S
Source: the OMol25 dataset
Level of theory: ωB97M-V/def2-TZVPD

Cartesian coordinates (Å):
H: -1.744 1.523 0.314
N: -0.817 1.006 0.169
C: -0.951 -0.301 0.350
N: -2.074 -1.050 0.650
N: 0.177 -1.116 0.174
N: 1.390 -0.605 0.548
C: 1.893 0.376 -0.126
C: 1.446 1.067 -1.322
S: 2.215 2.435 -1.751
H: -2.012 -1.976 1.066
H: -2.986 -0.619 0.887
H: 0.011 -2.055 0.461
H: 2.822 0.799 0.317
H: 0.629 0.515 -1.737

Cartesian forces, eV/Å:
H 1.7 -1.1 -0.1
N -2.3 -1.9 0.6
C 0.1 2.3 -0.4
N -1.4 0.2 0.4
N -1.2 1.1 -0.8
N 1.5 0.4 -0.4
C 0.8 -0.2 2.0
C 0.5 0.3 0.7
S -0.7 -0.7 -0.3
H 0.4 0.5 -0.2
H 1.4 -0.1 -0.5
H 0.4 -0.5 0.5
H -0.6 -0.5 -0.3
H -0.5 0.4 -1.2

Total charge: 0
E, eV: -20001.6308
HOMO energy, eV: -8.569
SMILES string: [H]/N=C(\N)N/N=C\C=S
F_max, eV/A: 3.09

Record 5
Formula: C3H6NO
Source: the OMol25 dataset
Level of theory: ωB97M-V/def2-TZVPD

Cartesian coordinates (Å):
C: -0.978 -0.979 0.010
C: 0.159 -0.286 0.016
N: 0.197 1.170 0.032
C: 1.641 -0.755 -0.097
O: 2.557 -0.016 0.011
H: -0.848 -2.093 0.218
H: -1.891 -0.395 -0.062
H: -0.783 1.574 0.077
H: 0.747 1.568 -0.739
H: 0.876 1.510 0.795
H: 1.790 -1.754 -0.136

Cartesian forces, eV/Å:
C 1.7 -0.5 0.7
C 1.6 -0.5 -0.6
N 0.1 1.7 0.8
C -2.6 1.4 1.3
O 0.7 1.8 -0.2
H -0.8 1.6 -0.8
H -0.3 -0.8 0.2
H 1.7 -0.1 0.1
H -0.6 -0.2 -0.6
H -1.6 -0.6 -0.4
H 0.3 -3.7 -0.5

Total charge: +1
E, eV: -6737.1329
HOMO energy, eV: -15.455
SMILES string: C=C([NH3+])C=O
F_max, eV/A: 3.75

Record 6
Formula: C3H6NO
Source: the OMol25 dataset
Level of theory: ωB97M-V/def2-TZVPD

Cartesian coordinates (Å):
C: 0.145 -1.170 -0.453
C: -0.151 -0.216 0.755
C: -0.720 0.617 -0.383
N: 0.558 1.012 0.336
O: -0.464 -0.230 -1.326
H: 1.199 -1.376 -0.620
H: -0.415 -2.149 -0.352
H: -0.707 -0.662 1.611
H: -1.421 1.421 -0.332
H: 0.615 1.873 0.951
H: 1.362 0.879 -0.187

Cartesian forces, eV/Å:
C -0.4 -1.5 2.1
C -1.7 -1.4 -1.8
C -0.4 0.8 3.9
N -0.8 1.9 2.9
O 0.3 -1.1 -4.0
H 0.0 0.1 -0.4
H 0.5 1.3 -0.4
H 1.3 1.5 0.2
H -0.7 0.1 -0.7
H -0.4 -1.3 -0.8
H 2.3 -0.3 -1.1

Total charge: +1
E, eV: -6735.5478
HOMO energy, eV: -15.826
F_max, eV/A: 4.14

Record 7
Formula: C3H6NO2
Source: the OMol25 dataset
Level of theory: ωB97M-V/def2-TZVPD

Cartesian coordinates (Å):
C: 1.882 -0.242 -2.376
C: 0.893 -0.165 -1.448
N: 0.451 -0.998 -0.514
H: 2.601 -1.043 -2.277
H: 1.919 0.555 -2.989
H: 0.363 0.907 -1.430
H: 1.150 -1.451 0.013
H: -0.287 -0.505 0.061
O: -0.142 0.997 1.352
C: -1.269 0.660 1.731
O: -1.877 -0.280 1.182
H: -1.791 1.268 2.513

Cartesian forces, eV/Å:
C -1.0 -2.5 3.3
C 0.0 3.9 -1.8
N -2.0 0.4 0.7
H 0.2 -0.1 -0.7
H 0.9 2.3 -2.2
H 0.6 -2.6 -0.2
H 0.6 -0.7 0.6
H 1.0 -1.2 -0.1
O 1.2 1.4 0.8
C -0.1 -0.3 -1.2
O -1.3 -0.5 0.6
H 0.1 -0.2 0.1

Total charge: -1
E, eV: -8793.6903
HOMO energy, eV: -4.000
F_max, eV/A: 4.28

Record 8
Formula: C3H6NO2
Source: the OMol25 dataset
Level of theory: ωB97M-V/def2-TZVPD

Cartesian coordinates (Å):
C: 1.367 0.828 -0.069
N: 1.453 1.427 -1.352
C: -5.709 -1.408 0.346
O: -5.761 -2.085 -0.589
O: -5.940 -1.046 1.417
C: 2.449 -0.233 0.310
H: 0.473 0.229 -0.161
H: 1.374 1.476 0.870
H: 2.135 2.133 -1.605
H: 3.427 0.299 0.403
H: 2.123 -0.922 1.099
H: 2.608 -0.698 -0.669

Cartesian forces, eV/Å:
C 1.1 0.6 0.1
N -0.7 -0.4 -0.7
C -1.9 -2.3 0.7
O 1.0 0.6 -1.5
O 0.8 1.7 0.8
C 0.8 0.9 -1.8
H -0.8 -0.1 0.7
H -0.6 0.0 -0.5
H 0.5 0.0 1.0
H -0.5 -0.4 0.9
H 0.5 0.1 0.1
H -0.2 -0.8 0.2

Total charge: -1
E, eV: -8791.7816
HOMO energy, eV: -1.036
F_max, eV/A: 3.03

Record 9
Formula: C3H6NO2
Source: the OMol25 dataset
Level of theory: ωB97M-V/def2-TZVPD

Cartesian coordinates (Å):
C: -2.389 -0.850 0.747
C: -0.177 -0.211 1.292
N: -1.310 -0.629 1.681
H: -2.394 -1.905 0.459
H: -3.345 -0.651 1.235
H: -2.222 -0.330 -0.211
H: 0.689 -0.800 1.614
H: 0.024 0.573 0.550
O: 2.017 0.648 -1.001
C: 2.776 1.182 -1.837
O: 2.847 0.990 -3.067
H: 3.482 1.983 -1.463

Cartesian forces, eV/Å:
C -0.1 1.3 -0.1
C -0.2 -0.1 -0.4
N 0.7 -2.2 -0.2
H 0.2 -0.1 0.4
H -0.1 0.2 -0.4
H -0.5 0.4 0.2
H 0.3 1.1 1.0
H -0.1 -0.5 -0.5
O 0.0 0.0 0.4
C -0.2 0.1 -0.5
O 0.1 -0.1 0.0
H -0.1 -0.1 0.2

Total charge: -1
E, eV: -8792.8876
HOMO energy, eV: -3.983
F_max, eV/A: 2.33

Record 10
Formula: C3H6NO2
Source: the OMol25 dataset
Level of theory: ωB97M-V/def2-TZVPD

Cartesian coordinates (Å):
O: -0.430 -2.837 -0.456
C: -0.643 -1.625 -0.731
C: -0.574 -0.387 0.290
N: 0.009 0.595 -0.421
C: 0.825 1.413 0.480
O: 1.747 0.685 1.068
H: -1.138 -1.387 -1.662
H: -1.619 -0.176 0.481
H: -0.022 -0.566 1.234
H: 0.499 0.247 -1.229
H: 1.287 2.116 -0.233
H: 0.061 1.922 1.179

Cartesian forces, eV/Å:
O -0.3 3.6 -1.1
C -0.3 -3.0 4.2
C -1.0 -4.8 -0.2
N -0.3 3.2 -2.4
C 1.2 0.0 -0.3
O 0.6 0.0 1.2
H 0.2 0.3 -1.0
H -0.8 0.0 0.4
H -0.2 -0.6 -0.4
H 0.7 0.3 0.2
H -0.2 1.0 0.1
H 0.5 -0.1 -0.6

Total charge: -1
E, eV: -8791.6302
HOMO energy, eV: -2.595
SMILES string: O=CCNC[O-]
F_max, eV/A: 5.20

Record 11
Formula: C3H6NO2
Source: the OMol25 dataset
Level of theory: ωB97M-V/def2-TZVPD

Cartesian coordinates (Å):
O: -2.865 -0.812 -0.845
C: -2.145 -0.082 -0.115
N: -0.854 0.152 -0.249
C: 0.406 -0.508 0.238
C: 1.650 0.377 0.028
O: 1.388 1.682 0.215
H: -2.505 0.488 0.761
H: -0.532 1.068 -0.560
H: 0.780 -1.561 -0.351
H: 0.187 -0.811 1.257
H: 1.986 0.035 -1.080
H: 2.504 -0.026 0.701

Cartesian forces, eV/Å:
O 1.6 1.7 2.4
C -2.8 -1.9 -1.2
N 4.9 -0.2 -1.6
C -0.3 -3.5 -1.4
C 0.4 0.7 -0.8
O 0.2 -0.6 -0.4
H -1.3 -0.1 -0.2
H -0.2 0.6 0.7
H -1.6 2.3 1.3
H 0.3 0.1 0.5
H -0.2 0.9 1.4
H -1.0 0.0 -0.6

Total charge: -1
E, eV: -8791.4895
HOMO energy, eV: -2.975
SMILES string: O=CNCC[O-]
F_max, eV/A: 5.19

Record 12
Formula: C3H6NO2
Source: the OMol25 dataset
Level of theory: ωB97M-V/def2-TZVPD

Cartesian coordinates (Å):
C: 0.454 -0.431 -1.359
C: 0.021 -0.904 0.055
C: -0.831 -0.024 0.887
N: -0.101 1.299 1.319
O: -0.767 2.353 1.571
O: 1.172 1.277 1.304
H: 1.215 -1.086 -1.752
H: 0.712 0.648 -1.190
H: -0.432 -0.489 -2.082
H: 0.855 -1.045 0.551
H: -0.502 -1.923 -0.041
H: -1.798 0.326 0.737

Cartesian forces, eV/Å:
C -2.3 1.0 0.1
C -4.5 -0.8 -2.7
C 3.0 4.0 2.0
N -1.0 -2.8 -2.0
O 1.1 -1.5 0.1
O -1.5 0.5 0.4
H 0.7 0.2 -0.2
H 0.3 -1.0 -0.7
H 1.1 0.2 0.9
H 4.2 -1.0 2.6
H 0.6 1.2 0.2
H -1.7 0.0 -0.7

Total charge: -1
E, eV: -8789.9694
HOMO energy, eV: -2.382
SMILES string: CCC=[N+]([O-])[O-]
F_max, eV/A: 5.34

Record 13
Formula: C3H6NO2
Source: the OMol25 dataset
Level of theory: ωB97M-V/def2-TZVPD

Cartesian coordinates (Å):
C: 2.246 0.042 0.033
C: 1.346 0.666 -1.059
C: 0.336 -1.010 -0.463
N: -0.872 -0.847 0.373
O: 3.324 0.429 0.332
O: 1.483 -0.997 0.424
H: 0.628 1.389 -0.822
H: 1.488 0.539 -2.126
H: 0.454 -1.843 -1.074
H: -0.586 -1.355 1.319
H: -1.691 -1.289 -0.077
H: -0.894 0.203 0.573

Cartesian forces, eV/Å:
C 0.0 2.2 -2.2
C -2.3 -4.7 0.4
C 4.2 4.7 0.0
N 1.9 -0.2 1.9
O -0.8 -1.1 0.6
O -0.5 -1.3 1.4
H -0.4 1.6 0.5
H 0.7 0.3 0.1
H -0.8 -1.5 -1.0
H -1.2 1.1 -2.0
H 0.1 0.7 0.5
H -0.9 -1.8 -0.2

Total charge: +1
E, eV: -8783.1507
HOMO energy, eV: -15.177
F_max, eV/A: 6.28

Record 14
Formula: C3H6NO2PS2
Source: the OMol25 dataset
Level of theory: ωB97M-V/def2-TZVPD

Cartesian coordinates (Å):
H: -0.328 -3.686 1.115
N: -0.302 -2.700 0.890
C: -0.554 -2.326 -0.280
O: -0.577 -1.040 -0.599
P: -1.258 0.334 0.007
S: -3.124 0.342 -0.393
O: -0.499 1.389 -1.037
C: 0.655 1.955 -0.541
C: 1.284 1.137 0.663
S: -0.172 0.862 1.783
H: -0.551 -2.728 -1.349
H: 0.620 2.956 -0.202
H: 1.385 1.711 -1.440
H: 1.382 0.075 0.260
H: 2.039 1.719 1.123

Cartesian forces, eV/Å:
H 0.2 -0.1 -0.6
N -0.8 0.1 0.0
C 1.0 -1.1 -1.1
O 0.0 2.9 0.1
P 0.4 0.5 -1.4
S 0.1 0.0 0.9
O -1.8 -1.0 1.7
C 4.2 -2.6 -1.3
C -3.4 -1.7 -2.2
S -0.6 0.0 -0.7
H -0.3 -1.2 1.8
H -0.6 1.3 -0.3
H -0.8 1.5 1.8
H 1.4 1.5 0.8
H 1.0 -0.1 0.5

Total charge: 0
E, eV: -39752.7589
HOMO energy, eV: -9.242
SMILES string: [H]/N=C/O[P@]1(=S)OCCS1
F_max, eV/A: 5.15

Record 15
Formula: C3H6NO2S
Source: the OMol25 dataset
Level of theory: ωB97M-V/def2-TZVPD

Cartesian coordinates (Å):
C: -1.204 -1.002 -0.543
C: -0.136 -0.401 0.349
C: 1.109 -1.246 0.440
N: 0.101 0.914 -0.491
O: -0.525 2.878 1.142
O: -0.427 3.236 -1.259
S: 0.153 2.460 -0.131
H: -0.732 -1.517 -1.369
H: -2.150 -0.652 -0.813
H: -0.482 -0.092 1.277
H: 2.098 -0.745 0.718
H: 1.130 -1.799 -0.472
H: 1.065 -2.035 1.152

Cartesian forces, eV/Å:
C 2.7 -0.5 0.3
C -0.4 2.5 -2.2
C 1.3 0.5 0.2
N 0.4 -2.4 0.0
O 0.9 -0.7 -0.3
O 0.8 -0.3 0.1
S -2.2 0.5 0.7
H 0.0 -0.3 -0.2
H -1.3 1.0 0.5
H -0.8 0.5 1.9
H -1.5 -0.2 -0.9
H 0.9 -0.1 -1.0
H -0.7 -0.6 1.1

Total charge: -1
E, eV: -19625.7429
HOMO energy (spin up / spin down), eV: -3.340 / -4.108
F_max, eV/A: 3.38

Record 16
Formula: C3H6NO2S
Source: the OMol25 dataset
Level of theory: ωB97M-V/def2-TZVPD

Cartesian coordinates (Å):
C: -2.191 0.156 0.488
C: 1.409 -0.849 0.414
C: 0.076 0.019 0.385
N: -1.128 -0.547 0.489
O: 0.420 -0.091 -2.351
O: 1.284 1.923 -1.134
S: 0.105 0.961 -1.435
H: -3.146 -0.357 0.419
H: -2.108 1.257 0.563
H: 1.438 -1.771 -0.341
H: 2.242 -0.262 0.162
H: 1.470 -1.331 1.377
H: 0.130 0.893 0.963

Cartesian forces, eV/Å:
C 0.7 0.2 0.3
C -2.8 -2.2 -1.2
C 3.3 -0.1 -1.9
N -2.4 -2.3 -0.4
O 0.8 -1.9 -1.9
O -1.9 -1.7 -0.8
S 1.4 3.3 3.0
H -0.1 0.3 0.1
H -0.4 -0.3 -0.1
H -0.6 2.1 1.2
H 1.1 1.0 0.0
H 0.4 0.0 0.6
H 0.7 1.4 1.0

Total charge: -1
E, eV: -19628.0725
HOMO energy, eV: -3.113
F_max, eV/A: 4.68

Record 17
Formula: C3H6NO2S
Source: the OMol25 dataset
Level of theory: ωB97M-V/def2-TZVPD

Cartesian coordinates (Å):
C: -2.440 -0.865 0.282
C: -1.163 -0.537 -0.039
C: 0.169 -0.499 0.939
S: 1.620 0.025 0.109
N: 1.383 1.576 -0.709
O: 2.673 0.235 1.154
O: 1.842 -0.918 -1.017
H: -3.078 -1.057 -0.570
H: -2.898 -0.909 1.185
H: -0.898 -0.771 -1.028
H: -0.083 -0.084 1.954
H: 0.837 1.395 -1.595
H: 2.034 2.409 -0.665

Cartesian forces, eV/Å:
C 1.8 0.9 -3.2
C 2.7 -1.6 4.0
C -2.9 1.0 -2.1
S -0.4 -0.7 1.5
N -0.2 0.0 -0.5
O -1.4 0.0 -2.3
O 0.0 1.5 1.2
H -0.3 -0.1 -0.1
H -0.9 0.0 2.8
H 0.4 0.3 -1.5
H 0.8 -0.1 -1.2
H 1.3 0.6 1.4
H -0.9 -2.0 -0.1

Total charge: -1
E, eV: -19626.5680
HOMO energy, eV: -2.761
SMILES string: C=CC=[S@@](N)(=O)[O-]
F_max, eV/A: 5.06

Record 18
Formula: C3H6NO2S
Source: the OMol25 dataset
Level of theory: ωB97M-V/def2-TZVPD

Cartesian coordinates (Å):
C: 0.290 1.278 0.525
C: 0.466 -0.163 0.332
C: -0.424 -0.825 -0.738
N: 1.615 0.555 -0.210
O: 2.652 -0.064 2.144
O: 3.876 1.596 0.657
S: 3.240 0.293 0.826
H: -0.177 1.826 -0.178
H: 0.517 1.716 1.585
H: 0.473 -0.943 1.136
H: -1.125 -1.419 -0.334
H: 0.031 -1.526 -1.358
H: -1.046 -0.135 -1.452

Cartesian forces, eV/Å:
C 4.8 -1.8 3.8
C -1.0 -1.5 -1.8
C -0.1 3.6 -1.8
N -1.6 0.4 1.9
O 0.5 0.7 0.1
O 0.1 0.6 0.6
S -1.7 -1.0 -0.8
H -1.7 1.8 -2.0
H -0.4 -0.8 -2.2
H 0.9 1.4 0.0
H -2.9 -1.9 2.2
H 1.7 -0.9 -1.3
H 1.4 -0.7 1.3

Total charge: -1
E, eV: -19627.2938
HOMO energy, eV: -3.473
F_max, eV/A: 6.39

Record 19
Formula: C3H6NO2S
Source: the OMol25 dataset
Level of theory: ωB97M-V/def2-TZVPD

Cartesian coordinates (Å):
C: -0.099 -2.023 -0.019
C: -1.328 -0.030 -0.385
C: 1.583 0.576 0.352
N: -0.083 -0.740 -0.352
O: 1.145 -2.589 0.071
O: -1.093 -2.719 0.151
S: 3.069 0.027 -0.116
H: -1.763 0.106 0.616
H: -1.160 0.951 -0.833
H: -2.062 -0.575 -0.990
H: 1.133 1.396 -0.185
H: 1.245 0.419 1.366
H: 1.806 -1.887 -0.054

Cartesian forces, eV/Å:
C -0.1 0.2 -0.2
C 0.0 -0.4 0.1
C -0.8 -0.8 -0.4
N 1.3 1.4 0.2
O -0.2 -0.3 0.2
O -0.2 -0.5 0.2
S 0.6 0.0 -0.1
H -0.1 0.1 0.0
H -0.1 0.1 0.0
H -0.1 0.1 0.0
H -0.3 0.1 0.0
H -0.2 0.0 0.1
H 0.1 0.0 0.0

Total charge: -1
E, eV: -19629.2885
HOMO energy, eV: -4.122
F_max, eV/A: 1.90